P | The following is a DFT calculation (the ωB97M-V functional and the def2-TZVPD basis) of a 2-piece molecular cluster, C3H3BrCl2 overall.

The charge is 0. The LUMO energy comes out at 0.383 eV. The HOMO-LUMO gap comes out at 10.1 eV. For the HOMO energy, the calculation gives -9.746 eV.

Last column: natural (NBO) charge in e.
Geometry (Å):
1 C -1.56248 -3.71820 0.10125  -0.387
2 C -2.16859 -2.58206 -0.03251  -0.001
3 C -2.91025 -1.55036 -0.03504  -0.118
4 Cl -3.37710 -0.69602 -1.46502  0.048
5 Cl -3.60098 -0.83907 1.46552  0.004
6 H -0.47093 -3.78882 0.17391  0.222
7 H -2.13044 -4.69095 -0.02992  0.232
8 Br 2.89344 -1.14703 0.22254  -0.200
9 H 2.54024 -2.41285 0.81156  0.201



Q | The following is a DFT calculation (the ωB97M-V functional and the def2-TZVPD basis) of a 2-piece molecular cluster, C3H3BrCl2 overall.

The charge is 0. The LUMO energy (spin up / spin down) comes out at -1.109 / -0.799 eV. The HOMO-LUMO gap (spin up / spin down) comes out at 9.0 / 8.4 eV. For the HOMO energy (spin up / spin down), the calculation gives -10.076 / -9.244 eV.

Last column: natural (NBO) charge in e.
Geometry (Å):
1 C 0.02534 0.36771 -0.61602  -0.497
2 C 0.35723 1.01121 0.68938  -0.049
3 C 1.47318 0.57172 -0.23462  -0.197
4 Cl -0.07175 2.59043 1.01885  0.093
5 Cl 2.30777 2.01313 -0.99252  -0.017
6 Br 2.57756 -0.83064 0.32058  0.152
7 H -0.19243 -0.65035 -0.49836  0.244
8 H -0.63269 0.99678 -1.19860  0.253
9 H -0.02956 -0.73596 2.09837  0.018



R | The following is a DFT calculation (the ωB97M-V functional and the def2-TZVPD basis) of the molecule C3H3BrCl2.

The charge is 0. The LUMO energy comes out at 0.706 eV. The HOMO-LUMO gap comes out at 10.3 eV. For the HOMO energy, the calculation gives -9.584 eV.

Last column: natural (NBO) charge in e.
Geometry (Å):
1 Cl -0.31207 -1.34140 1.87119  0.005
2 C 0.48634 -0.30617 0.71352  -0.272
3 C -0.03075 -0.39358 -0.96529  -0.426
4 C -0.41966 0.67757 0.00659  -0.175
5 Cl -1.99581 0.93718 0.68210  0.070
6 Br 0.42134 2.33433 -0.51474  0.057
7 H 1.58062 -0.37789 0.76101  0.258
8 H 0.86696 -0.21956 -1.52222  0.241
9 H -0.59698 -1.31048 -1.03216  0.243



Pick the most stable structure from those above. Pick: R